# 1
ORCA calculation (ωB97M-V with the def2-TZVPD basis set) on a cluster of 6 separate species, C26H47BrN6O9 in total in a non-equilibrium geometry.

Values from the calculation:
total charge = 0
calculated total energy = -4598.30417 Eh
gap between HOMO and LUMO = 7.101 eV
strongest force on any atom = 0.18045 Eh/bohr
E_HOMO = -8.638 eV

Geometry (Å):
H: -3.70544 -1.22984 4.89686
H: 1.80903 -1.41254 -1.57211
C: 1.68198 4.38663 1.89370
C: -4.51156 -4.71139 5.01297
H: -3.22463 8.63753 2.60883
C: 2.55907 -6.71438 -2.01231
H: -2.72585 7.04262 -0.38520
O: -2.40609 -3.60414 5.29052
C: 2.92394 0.51319 -1.05966
C: 4.11499 0.01939 -2.11158
H: -4.69487 -5.68019 5.48589
C: -3.10908 0.46073 1.64782
C: 1.69612 -0.53808 -0.76995
O: 1.84568 -3.93568 0.18750
N: 1.94654 -5.75078 -1.12932
H: 2.21089 5.08975 2.66522
H: -2.57856 -0.12442 4.06725
C: -2.26871 8.58059 2.08295
C: -1.67433 6.79545 -0.21489
H: 9.17017 2.08273 -0.48291
H: -5.58531 -0.04540 3.84369
H: 1.73388 -1.05632 0.28155
N: 8.39426 1.68084 -1.08533
H: -4.03036 -6.66770 3.45770
H: 1.64618 4.97994 0.86036
H: -5.05470 -4.64024 4.06654
C: 3.01926 1.90686 -0.46533
N: -2.16134 -1.51034 -5.82499
C: -3.03964 -4.52437 4.77692
H: 3.63772 3.02670 1.74358
C: -3.07306 -2.60384 -6.06252
C: 4.32526 2.79066 -0.94998
C: 0.20372 0.13421 -1.09431
H: 6.56150 -0.00804 -2.23084
C: 2.51830 -4.65871 -0.54517
H: -2.40634 8.88307 1.04350
H: -1.61064 6.85780 3.13201
H: -1.27238 -1.71212 -5.38134
N: -2.40207 -5.41439 3.96321
H: -3.30543 -3.06632 -5.10041
C: 3.96806 -4.38378 -0.82777
H: 4.58214 -5.22011 -0.48244
N: -4.62166 0.02034 3.53577
C: -2.96132 -6.55137 3.27190
H: -1.39528 5.98568 -0.89537
O: 1.94977 2.36608 0.43442
H: 4.11610 -4.21866 -1.89858
H: -2.43321 -7.44630 3.60915
H: -4.46293 -0.00989 -6.13716
O: -1.44437 0.61664 -5.85020
N: -1.77128 7.23095 2.20319
H: 0.54220 4.16117 2.15917
O: 3.90850 -0.87663 -3.10727
H: 4.28032 -3.48207 -0.29292
C: 5.62805 0.64969 -1.89906
H: 2.47024 -7.70087 -1.55131
H: -3.71941 -0.27960 -7.74960
C: -3.57549 -0.22003 4.50073
C: 7.25335 2.71519 -1.05960
H: 2.16025 2.25487 2.62432
C: -1.47414 6.34921 1.20569
H: 2.00810 -6.70770 -2.95566
H: -2.79003 -6.41503 2.20156
H: -4.87748 -3.92626 5.68105
H: -3.17003 0.71604 0.58586
H: 7.44040 3.56877 -1.85287
H: 8.02754 0.87776 -0.49175
O: -5.50065 0.50937 1.52903
H: -1.55270 9.24984 2.56561
C: -3.61426 0.22541 -6.78539
C: -2.33088 -0.19027 -6.12401
H: -1.41272 -5.22252 3.85295
O: -0.64827 0.36922 -0.06897
H: -3.60244 1.30515 -6.96050
H: -3.99742 -2.27899 -6.54309
H: -2.56346 1.25593 2.16333
H: 3.61088 -6.49509 -2.20338
H: -1.03992 7.66009 -0.42875
C: 2.47304 2.92747 1.68931
O: 4.15758 4.13042 -1.08306
H: 7.28311 3.24253 -0.00128
H: -2.57819 -0.49041 1.74425
C: 5.77560 2.03310 -1.29629
H: 0.96826 -5.86935 -0.89122
H: -2.56808 -3.33383 -6.69944
C: -4.49482 0.33629 2.21484
Br: -0.41429 0.57266 -2.96477
O: -1.05607 5.22750 1.48668
H: -3.69082 0.50197 5.31251

These are the Mulliken partial charges, in e, on atoms 1 to 4: H 0.0679; H 0.2450; C -0.7665; C -1.2923

# 2
ORCA calculation (ωB97M-V with the def2-TZVPD basis set) on a cluster of 8 separate species, C26H47Cl6N5 in total in a non-equilibrium geometry.

Values from the calculation:
total charge = 0
calculated total energy = -4053.75512 Eh
gap between HOMO and LUMO = 10.746 eV
strongest force on any atom = 0.04110 Eh/bohr
ΔE to the lowest compared entry with this formula, charge and spin = 129.3 kJ/mol
E_HOMO = -10.628 eV

Geometry (Å):
H: -1.18108 3.36385 2.37787
C: 2.53092 -2.27552 5.47653
H: -4.00111 3.93122 -1.62664
C: 2.45511 -3.02098 -3.69199
H: 2.28029 5.14696 -2.06021
Cl: 2.30062 -5.65594 -3.18243
N: 0.63919 -8.50988 -0.18740
H: -2.87892 4.49944 3.65752
H: -0.88836 -7.18766 2.33370
H: -3.16478 2.52958 1.63813
C: 3.35856 2.61959 -2.07950
H: 3.64672 1.59407 -2.33408
H: 1.62779 5.11548 -3.78297
N: -1.33415 2.20704 -0.18468
H: 4.34545 3.08643 -2.17320
H: -0.22372 0.85273 -2.28133
C: -1.40377 3.30890 -0.50637
C: -1.71342 2.80054 3.14231
C: 2.91005 2.64375 -0.68404
H: -0.46427 5.10133 -0.93139
Cl: 0.18626 -0.47330 3.44118
C: 0.33696 -5.49962 1.59645
H: -1.86686 5.83612 -2.69961
C: -1.47075 4.68215 -0.97870
C: -4.25723 -0.00716 -4.36695
C: -0.48254 -6.79164 1.40510
H: 2.91058 -1.99346 4.49486
H: -2.57840 -1.17399 -4.31195
H: 0.25143 -4.84406 0.73071
H: 1.10016 1.21604 2.12956
H: 3.34680 5.05171 -3.39958
C: -2.10520 4.82259 -2.36971
H: 1.18044 0.21120 -0.07634
C: -0.98577 0.07619 -2.34644
C: 2.35233 4.73370 -3.06851
N: -5.12302 0.39192 -5.00786
C: -3.11716 -0.53545 -3.60813
N: -4.60379 0.54582 3.33798
H: -4.09461 5.62173 -2.17448
C: 3.30753 -3.40529 6.13209
H: 4.31424 -3.00293 6.23503
H: -0.97197 2.19366 3.66605
H: 1.87382 -3.78110 -1.76230
C: 2.34564 3.21068 -3.04847
H: -1.21191 -0.34173 -1.37181
H: 3.52951 -3.15389 -3.68679
H: 2.02498 -3.02814 -4.68873
H: -1.90768 3.90644 4.97769
H: -2.73179 1.31403 -2.45371
H: -1.98783 1.20288 1.65711
C: 1.84662 -5.77557 1.72868
C: 1.71833 -4.00351 -2.81388
H: 2.40504 -4.84202 1.81211
C: 0.64957 -0.28805 0.73018
Cl: 2.79460 -3.86240 7.76225
H: -2.03749 5.30000 -0.27683
C: -3.71564 1.12199 2.89943
C: 1.19427 0.13506 2.05553
C: 0.10588 -7.76235 0.50082
N: 2.57566 2.59327 0.41127
H: 2.22560 -6.31470 0.86242
Cl: 0.85659 -2.04318 0.43224
C: -2.54511 3.58233 4.15503
H: 0.66378 -4.11640 -3.04468
C: -2.21826 0.58230 -3.09000
H: 2.02804 -6.35016 2.63962
H: -3.41558 -1.16564 -2.77109
H: -1.91954 1.27380 -3.88689
H: 1.46454 -2.40001 5.30171
H: -1.59915 4.17566 -3.08842
H: 1.34476 2.82572 -2.83957
H: 2.22200 -0.15925 2.24371
C: -3.62527 4.65178 -2.35000
H: 3.36199 -4.26565 5.47036
H: -0.51277 -0.62591 -3.03979
H: -3.42985 3.09552 4.55556
H: -0.05031 -5.01055 2.48721
H: -3.98634 4.37684 -3.34262
H: -0.38821 0.03748 0.70125
Cl: 2.18668 -1.35934 -3.02263
H: -1.40221 -6.50121 0.87346
Cl: 2.75323 -0.73700 6.39282
C: -2.59417 1.84802 2.28435
H: 2.63747 2.84715 -4.03715

These are the Mulliken partial charges, in e, on atoms 1 to 4: H 0.1332; C -0.3017; H 0.3019; C -0.6184

# 3
ORCA calculation (ωB97M-V with the def2-TZVPD basis set) on a cluster of 3 separate species, C26H47ClFNO7 in total.

Values from the calculation:
total charge = 0
calculated total energy = -2160.36896 Eh
gap between HOMO and LUMO = 9.019 eV
strongest force on any atom = 0.00601 Eh/bohr
E_HOMO = -8.410 eV

Geometry (Å):
O: 5.98304 -2.01491 -0.04704
N: -0.52157 -0.26332 0.12873
H: -7.10539 -3.04873 -0.52462
H: 1.71321 2.73396 -3.00214
H: 0.11858 5.26726 3.35202
H: -3.08030 0.39156 -3.12754
H: -0.22825 -3.67757 0.34123
H: -0.05521 -1.83538 -1.23748
H: 5.38446 2.18894 -3.12432
H: -5.92505 -1.48367 1.81247
H: 3.78026 -0.40447 -2.08555
C: -0.94108 5.46098 3.18565
C: -2.34146 3.06627 1.20054
C: -0.58722 -1.68085 -0.29565
H: 3.01343 3.32781 -4.03689
H: 7.28457 -4.22148 2.01900
C: 4.85850 -2.49791 0.53168
H: -0.76122 1.10615 -2.93308
C: -8.40786 -2.71285 1.16437
C: -3.45673 -0.18426 -1.11949
C: -7.23451 -2.31673 0.27330
C: 3.20572 0.51967 -1.95525
C: -0.85565 2.12861 -0.36579
C: -6.06432 -2.40871 1.24710
H: 1.36214 -0.31899 -2.69846
H: -1.50533 3.59210 4.10963
C: -1.16595 0.41914 -2.18444
C: 7.13945 -2.72792 0.42518
H: 4.61345 -3.46649 2.43146
H: 7.38957 -3.49568 -0.31016
H: -5.12562 -2.67991 0.77194
H: -1.08240 2.77310 -1.21763
C: -0.39243 0.75736 -0.89681
H: -1.21681 0.04805 2.68295
C: 3.37997 1.34430 -3.24002
O: -2.03273 1.99329 0.42865
H: -1.63027 -1.94227 -0.48953
H: -0.04074 2.58185 0.19635
Cl: -3.84007 -1.83248 -1.73863
H: -4.41848 0.27691 -0.90879
H: 7.96159 -2.02040 0.49288
H: 4.17750 0.44483 -0.02816
H: -0.49531 -2.57241 1.68803
O: 0.97283 1.06838 -1.21048
H: -0.95798 -0.58745 -2.54701
O: -6.42203 -3.44997 2.17165
C: -0.02366 -2.67099 0.71120
H: -9.21137 -3.23744 0.65489
H: 5.02578 -4.53774 1.08651
O: -8.29676 -4.38894 2.94480
H: 4.55262 1.90579 -0.92594
H: 2.82379 0.81463 -4.02342
C: 6.72002 -3.32762 1.76417
F: -2.52457 4.20110 0.39185
C: 2.79522 2.75371 -3.13289
H: -7.32552 -1.33304 -0.18207
H: -2.79874 4.36330 3.17340
H: -8.83340 -1.85887 1.69570
H: 1.80735 -0.81746 -1.05344
H: 3.22603 3.29072 -2.28559
H: 1.05642 -2.56822 0.82721
H: -1.05952 5.96252 2.22604
H: 6.86394 -2.59429 2.55842
H: 5.35884 0.46402 -3.49359
C: 0.31853 0.01549 1.25395
O: -1.35252 3.33981 2.09979
H: 1.38623 0.13377 1.06899
H: 4.92901 1.64171 -4.73585
H: -2.90987 -0.30676 -0.18891
H: 2.97995 1.73999 -0.15315
C: -7.76601 -3.62406 2.19589
C: 3.75495 1.19695 -0.69360
C: -0.15758 0.14760 2.48017
C: -2.68075 0.63213 -2.13918
H: -1.29523 6.12748 3.97364
C: 1.77933 0.03019 -1.74475
C: 5.22900 -3.56618 1.54174
H: 0.50766 0.37355 3.30433
H: -3.31025 2.88239 1.67165
C: -1.72337 4.16546 3.20632
C: 4.84557 1.41194 -3.67236
O: 3.77252 -2.09441 0.23406
H: -2.90989 1.68607 -1.96984

These are the Mulliken partial charges, in e, on atoms 1 to 4: O -0.3375; N 1.0599; H 0.2711; H 0.0874

# 4
ORCA calculation (ωB97M-V with the def2-TZVPD basis set) on a structure of composition C26H47FeO2Si2 in a non-equilibrium geometry.

Values from the calculation:
total charge = 0
<S²> = 8.781
calculated total energy = -3011.90772 Eh
gap between HOMO and LUMO (spin up / spin down) = 7.874 / 7.243 eV
strongest force on any atom = 0.03240 Eh/bohr
2S+1 = 6
ΔE to the lowest compared entry with this formula, charge and spin = 0.0 kJ/mol
E_HOMO (spin up / spin down) = -7.149 / -7.953 eV

Geometry (Å):
H: 2.93597 -4.75899 2.72539
H: 3.08638 0.23527 0.37095
H: -2.04334 -1.14671 1.42998
C: 3.21342 -0.82464 0.63815
C: -1.32486 1.31753 2.38720
H: -3.85153 4.30905 0.49823
H: -2.38754 4.34333 -3.31665
H: 5.36321 -2.78569 2.85921
O: 3.48993 -3.40157 1.17509
O: 3.14246 -1.58913 -0.58053
C: 1.21526 0.78295 -2.02626
H: 6.35746 -3.75632 -0.56976
H: -4.95716 -1.77254 -1.04296
H: 0.19537 -1.67139 0.66392
H: -0.68471 1.03551 -3.18744
C: 0.02828 1.43305 -2.46711
H: 1.24377 -1.77424 -1.33983
C: -0.38015 3.11250 1.24208
H: -2.62375 2.85525 1.38421
H: -5.65099 1.71607 -2.33661
H: 5.00054 -2.65674 -0.93295
H: -5.28007 -0.08430 1.57827
H: 5.26678 -5.33768 2.41793
H: 1.06175 -3.11756 1.27589
H: -3.00831 -2.26461 0.44099
H: -3.99870 1.01753 2.11402
C: 4.73120 -5.13350 1.48918
H: 4.89497 -5.90432 0.73467
H: 4.77157 -4.42299 -1.04047
C: -4.61087 0.72709 1.25207
C: 1.20829 2.89488 -1.10373
H: 0.59525 0.60536 3.25762
H: -4.33704 -0.80495 -2.39991
C: 0.67133 2.29475 1.78408
C: 1.87125 -2.26974 -0.57435
H: -2.05040 0.66380 2.86799
C: 0.07988 1.25905 2.55411
H: -5.23674 1.58682 0.98023
H: 2.02457 -3.32600 -0.85093
C: 5.76628 -2.83151 1.84330
H: -3.87118 5.28779 -0.97457
Si: -3.57396 0.05904 -0.16664
H: -5.81843 3.47858 -2.26987
H: 1.57266 -0.18854 -2.35987
H: -0.29453 4.13789 0.87969
C: 1.95416 1.69439 -1.22779
C: 2.10979 -1.22884 1.61198
C: -1.63571 2.45066 1.56844
C: -2.44325 -1.32087 0.42341
H: -5.73697 -0.23067 -1.46293
H: 1.73594 2.51285 1.71593
H: -1.59883 -1.45189 -0.26770
H: 4.20921 -0.92616 1.09125
C: -4.77003 -0.74532 -1.39123
H: -2.32782 4.72288 -0.31575
H: 1.54373 3.80531 -0.61727
C: -5.39822 2.60543 -1.74527
C: -3.01291 3.44064 -3.33042
C: 4.89128 -3.69264 0.96438
Si: -3.53597 2.92080 -1.59459
C: 1.18114 -2.13685 0.79703
C: 3.27143 -4.74090 1.67719
H: -3.91767 3.67754 -3.91120
C: 0.03128 2.78164 -1.93177
Fe: -0.69687 1.63943 -0.27612
H: -5.90883 2.52784 -0.77709
H: -2.46866 2.65385 -3.86690
H: 2.97621 1.55837 -0.88580
H: -2.32656 0.84248 -2.03366
C: -2.53689 1.37129 -1.06058
H: 2.53023 -1.74812 2.47471
H: -0.60971 3.60246 -2.23501
C: -3.37429 4.43559 -0.48311
H: 6.76540 -3.28067 1.87703
H: 1.58118 -0.33808 1.94766
H: 5.86697 -1.82630 1.42574
C: 5.27255 -3.61994 -0.49097
H: 2.57511 -5.28562 1.02640

These are the Mulliken partial charges, in e, on atoms 1 to 4: H 0.2281; H -0.1399; H 0.3374; C 0.3564

> Which of these has the lowest calculated total energy?

C26H47BrN6O9